The following is a DFT calculation (ωB97M-V with the def2-TZVPD basis set) of a 2-piece molecular cluster, C5H12O overall.

Positions of all 18 atoms, in Å:
C: 2.837 -1.967 0.355
C: 1.677 -1.305 -0.352
C: 0.441 -1.687 -0.051
O: -0.655 -1.083 -0.611
H: 3.212 -1.341 1.169
H: 2.499 -2.909 0.784
H: 3.670 -2.173 -0.317
H: 1.823 -0.481 -1.038
H: 0.248 -2.461 0.685
H: -1.384 -1.701 -0.672
C: -2.491 2.320 0.288
C: -1.106 1.959 -0.263
H: -3.085 1.423 0.446
H: -2.967 3.018 -0.401
H: -2.424 2.854 1.239
H: -1.229 1.523 -1.253
H: -0.437 2.815 -0.357
H: -0.628 1.197 0.347

Computed properties:
DFT total energy = -7426.109 eV
relative energy (zero: lowest compared OMol25 entry of this formula, charge and spin) = 27.7 kcal/mol
HOMO level = -8.779 eV
SMILES = C/C=C/O.CC
net charge = 0

Atom-resolved charges from Löwdin, all expressed in e: atom 1 (C): -0.114, atom 2 (C): -0.142, atom 3 (C): -0.225, atom 4 (O): -0.030, atom 5 (H): 0.069, atom 6 (H): 0.066, atom 7 (H): 0.066, atom 8 (H): 0.106, atom 9 (H): 0.117, atom 10 (H): 0.096, atom 11 (C): -0.166, atom 12 (C): -0.179, atom 13 (H): 0.058, atom 14 (H): 0.058, atom 15 (H): 0.058, atom 16 (H): 0.057, atom 17 (H): 0.062, atom 18 (H): 0.044

The following is a DFT calculation (ωB97M-V with the def2-TZVPD basis set) of one molecule with the formula C5H12O.

Positions of all 18 atoms, in Å:
C: -2.060 -0.820 0.260
C: -0.977 -0.118 -0.565
C: -0.458 1.215 0.003
C: 1.061 1.310 -0.093
O: 1.688 0.335 0.730
C: 1.948 -0.976 0.263
H: -1.785 -0.816 1.323
H: -2.135 -1.867 -0.058
H: -3.056 -0.366 0.168
H: -1.312 0.020 -1.600
H: -0.133 -0.804 -0.625
H: -0.889 2.082 -0.517
H: -0.747 1.302 1.062
H: 1.395 1.253 -1.149
H: 1.377 2.293 0.294
H: 2.528 -1.445 1.064
H: 2.506 -1.008 -0.694
H: 1.049 -1.592 0.132

Computed properties:
DFT total energy = -7426.157 eV
relative energy (zero: lowest compared OMol25 entry of this formula, charge and spin) = 26.6 kcal/mol
HOMO level = -9.550 eV
SMILES = CCCCOC
net charge = 0

Atom-resolved charges from Löwdin, all expressed in e: atom 1 (C): -0.109, atom 2 (C): -0.263, atom 3 (C): -0.187, atom 4 (C): -0.235, atom 5 (O): -0.189, atom 6 (C): -0.117, atom 7 (H): 0.073, atom 8 (H): 0.069, atom 9 (H): 0.072, atom 10 (H): 0.110, atom 11 (H): 0.051, atom 12 (H): 0.110, atom 13 (H): 0.113, atom 14 (H): 0.128, atom 15 (H): 0.121, atom 16 (H): 0.091, atom 17 (H): 0.099, atom 18 (H): 0.064

The following is a DFT calculation (ωB97M-V with the def2-TZVPD basis set) of one molecule with the formula C5H12O.

Positions of all 18 atoms, in Å:
C: -0.386 2.329 -1.665
C: -0.570 1.627 -0.319
C: -0.368 0.129 -0.450
O: -0.504 -0.486 0.811
C: -0.097 -1.844 0.835
C: 1.172 -2.001 1.667
H: -0.533 3.410 -1.582
H: -1.097 1.952 -2.410
H: 0.623 2.162 -2.062
H: -1.570 1.823 0.084
H: 0.147 2.015 0.414
H: -1.103 -0.284 -1.164
H: 0.636 -0.065 -0.870
H: 0.082 -2.208 -0.186
H: -0.912 -2.447 1.259
H: 1.529 -3.038 1.655
H: 0.987 -1.719 2.709
H: 1.963 -1.354 1.273

Computed properties:
DFT total energy = -7426.693 eV
relative energy (zero: lowest compared OMol25 entry of this formula, charge and spin) = 14.3 kcal/mol
HOMO level = -9.623 eV
SMILES = CCCOCC
net charge = 0

Atom-resolved charges from Löwdin, all expressed in e: atom 1 (C): -0.117, atom 2 (C): -0.240, atom 3 (C): -0.269, atom 4 (O): -0.158, atom 5 (C): -0.284, atom 6 (C): -0.079, atom 7 (H): 0.069, atom 8 (H): 0.072, atom 9 (H): 0.072, atom 10 (H): 0.113, atom 11 (H): 0.113, atom 12 (H): 0.129, atom 13 (H): 0.128, atom 14 (H): 0.112, atom 15 (H): 0.117, atom 16 (H): 0.074, atom 17 (H): 0.074, atom 18 (H): 0.074

The following is a DFT calculation (ωB97M-V with the def2-TZVPD basis set) of a 2-piece molecular cluster, C5H12O overall at a distorted geometry.

Positions of all 18 atoms, in Å:
C: 1.585 -1.786 1.643
C: 0.635 -1.075 0.712
C: -0.637 -0.882 1.011
C: -1.646 -0.191 0.121
C: -1.499 -0.579 -1.359
H: 1.400 -2.859 1.613
H: 1.556 -1.399 2.657
H: 2.632 -1.665 1.341
H: 0.946 -0.909 -0.312
H: -0.993 -1.160 1.999
H: -2.633 -0.505 0.447
H: -1.437 0.873 0.251
H: -1.260 -1.645 -1.388
H: -0.763 0.010 -1.894
H: -2.478 -0.506 -1.828
O: 1.874 4.727 -1.486
H: 1.122 4.133 -1.432
H: 1.596 5.417 -2.098

Computed properties:
DFT total energy = -7426.203 eV
relative energy (zero: lowest compared OMol25 entry of this formula, charge and spin) = 25.6 kcal/mol
HOMO level = -9.156 eV
SMILES = C/C=C/CC.O
net charge = 0

Atom-resolved charges from Löwdin, all expressed in e: atom 1 (C): -0.111, atom 2 (C): -0.176, atom 3 (C): -0.152, atom 4 (C): -0.252, atom 5 (C): -0.120, atom 6 (H): 0.071, atom 7 (H): 0.068, atom 8 (H): 0.066, atom 9 (H): 0.097, atom 10 (H): 0.105, atom 11 (H): 0.097, atom 12 (H): 0.105, atom 13 (H): 0.074, atom 14 (H): 0.065, atom 15 (H): 0.062, atom 16 (O): -0.060, atom 17 (H): 0.027, atom 18 (H): 0.032

The following is a DFT calculation (ωB97M-V with the def2-TZVPD basis set) of one molecule with the formula C5H12O at a distorted geometry.

Positions of all 18 atoms, in Å:
C: 1.446 -0.262 -1.788
C: 1.219 0.922 -0.807
C: -0.198 0.899 -0.230
C: -0.635 -0.403 0.472
C: 0.128 -0.724 1.667
O: -2.008 -0.333 0.830
H: 2.377 -0.274 -2.363
H: 0.682 -0.237 -2.590
H: 1.336 -1.244 -1.339
H: 2.046 0.975 -0.034
H: 1.320 1.953 -1.243
H: -0.412 1.798 0.427
H: -0.882 0.922 -1.103
H: -0.516 -1.223 -0.284
H: 0.044 0.143 2.408
H: 1.172 -0.997 1.397
H: -0.333 -1.547 2.163
H: -2.529 -0.202 0.040

Computed properties:
DFT total energy = -7426.713 eV
relative energy (zero: lowest compared OMol25 entry of this formula, charge and spin) = 13.8 kcal/mol
HOMO level = -9.951 eV
SMILES = CCC[C@@H](C)O
net charge = 0

Atom-resolved charges from Löwdin, all expressed in e: atom 1 (C): -0.113, atom 2 (C): -0.258, atom 3 (C): -0.190, atom 4 (C): -0.514, atom 5 (C): -0.064, atom 6 (O): -0.037, atom 7 (H): 0.065, atom 8 (H): 0.078, atom 9 (H): 0.055, atom 10 (H): 0.114, atom 11 (H): 0.110, atom 12 (H): 0.136, atom 13 (H): 0.113, atom 14 (H): 0.139, atom 15 (H): 0.119, atom 16 (H): 0.097, atom 17 (H): 0.070, atom 18 (H): 0.081

The following is a DFT calculation (ωB97M-V with the def2-TZVPD basis set) of a 2-piece molecular cluster, C5H12O overall.

Positions of all 18 atoms, in Å:
C: -1.741 0.549 -1.073
C: -0.369 0.829 -0.471
C: 0.734 -1.387 1.041
C: 1.988 -0.922 0.355
C: -0.520 0.960 1.063
O: -0.097 -2.002 0.238
H: -2.067 -0.465 -0.805
H: -1.743 0.634 -2.164
H: -2.478 1.249 -0.666
H: 0.053 1.766 -0.849
H: 0.310 0.064 -0.855
H: 2.234 0.113 0.623
H: 2.040 -1.026 -0.746
H: 2.758 -1.550 0.811
H: -1.042 1.908 1.201
H: 0.391 1.012 1.671
H: -1.142 0.177 1.514
H: 0.176 -2.013 -0.710

Computed properties:
DFT total energy = -7423.953 eV
relative energy (zero: lowest compared OMol25 entry of this formula, charge and spin) = 77.4 kcal/mol
HOMO level = -8.429 eV
net charge = 0

Atom-resolved charges from Löwdin, all expressed in e: atom 1 (C): -0.120, atom 2 (C): -0.325, atom 3 (C): -0.174, atom 4 (C): -0.146, atom 5 (C): -0.144, atom 6 (O): -0.015, atom 7 (H): 0.071, atom 8 (H): 0.071, atom 9 (H): 0.073, atom 10 (H): 0.107, atom 11 (H): 0.044, atom 12 (H): 0.081, atom 13 (H): 0.076, atom 14 (H): 0.080, atom 15 (H): 0.075, atom 16 (H): 0.063, atom 17 (H): 0.072, atom 18 (H): 0.113

The following is a DFT calculation (ωB97M-V with the def2-TZVPD basis set) of a 2-piece molecular cluster, C5H12O overall at a distorted geometry.

Positions of all 18 atoms, in Å:
C: 1.514 0.595 1.252
C: 0.747 -0.636 0.799
C: 0.175 -0.578 -0.593
C: 0.756 -0.206 -1.702
C: -1.256 -1.035 -0.637
H: 1.156 1.382 0.552
H: 1.378 0.714 2.400
H: 2.601 0.528 1.159
H: 1.498 -1.450 1.117
H: -0.235 -0.403 1.391
H: 0.273 -0.328 -2.627
H: 1.685 -0.036 -1.868
H: -1.657 -0.991 0.358
H: -1.918 -0.591 -1.475
H: -1.198 -2.055 -1.035
H: -1.077 1.456 0.388
H: -2.318 2.003 -0.184
O: -2.125 1.630 0.704

Computed properties:
DFT total energy = -7414.789 eV
relative energy (zero: lowest compared OMol25 entry of this formula, charge and spin) = 80.8 kcal/mol
spin multiplicity = 2
HOMO level (alpha / beta) = -15.329 / -15.323 eV
net charge = +1

Atom-resolved charges from Löwdin, all expressed in e: atom 1 (C): -0.096, atom 2 (C): -0.181, atom 3 (C): -0.226, atom 4 (C): 0.276, atom 5 (C): -0.003, atom 6 (H): 0.081, atom 7 (H): 0.139, atom 8 (H): 0.081, atom 9 (H): 0.186, atom 10 (H): 0.138, atom 11 (H): 0.118, atom 12 (H): 0.063, atom 13 (H): 0.080, atom 14 (H): 0.154, atom 15 (H): 0.140, atom 16 (H): 0.100, atom 17 (H): 0.050, atom 18 (O): -0.100

The following is a DFT calculation (ωB97M-V with the def2-TZVPD basis set) of C5H12O2 as an isolated structure.

Positions of all 19 atoms, in Å:
C: 2.648 0.406 -0.579
O: 1.259 0.548 -0.753
C: 0.531 -0.593 -0.341
C: -0.935 -0.230 -0.363
C: -1.873 -1.261 0.214
C: -0.953 0.962 1.304
O: -1.149 1.502 -0.150
H: 3.037 -0.443 -1.160
H: 3.115 1.326 -0.938
H: 2.902 0.257 0.480
H: 0.696 -1.413 -1.066
H: 0.834 -0.915 0.662
H: -1.219 -0.092 -1.424
H: -2.860 -0.823 0.385
H: -1.498 -1.651 1.162
H: -2.001 -2.070 -0.522
H: -1.966 1.056 1.715
H: -0.323 1.705 1.816
H: -0.244 1.730 -0.441

Computed properties:
DFT total energy = -9468.638 eV
relative energy (zero: lowest compared OMol25 entry of this formula, charge and spin) = 149.8 kcal/mol
HOMO level = -6.776 eV
net charge = 0

Atom-resolved charges from Löwdin, all expressed in e: atom 1 (C): -0.095, atom 2 (O): -0.214, atom 3 (C): -0.230, atom 4 (C): -0.277, atom 5 (C): -0.087, atom 6 (C): -0.092, atom 7 (O): -0.119, atom 8 (H): 0.092, atom 9 (H): 0.092, atom 10 (H): 0.095, atom 11 (H): 0.141, atom 12 (H): 0.129, atom 13 (H): 0.137, atom 14 (H): 0.088, atom 15 (H): 0.085, atom 16 (H): 0.088, atom 17 (H): 0.039, atom 18 (H): 0.035, atom 19 (H): 0.093

The following is a DFT calculation (ωB97M-V with the def2-TZVPD basis set) of one molecule with the formula C5H12O2.

Positions of all 19 atoms, in Å:
C: -2.016 -1.155 1.345
C: -0.563 -0.956 0.897
C: -0.314 -0.017 -0.287
O: -1.058 1.192 -0.166
C: 1.216 0.301 -0.397
C: 1.729 0.654 -1.808
O: 1.513 1.350 0.516
H: -2.441 -0.267 1.833
H: -2.673 -1.422 0.510
H: -2.048 -1.970 2.080
H: 0.019 -0.578 1.752
H: -0.124 -1.923 0.620
H: -0.676 -0.463 -1.230
H: -1.138 1.407 0.774
H: 1.801 -0.557 -0.043
H: 0.944 1.030 -2.473
H: 2.495 1.430 -1.707
H: 2.216 -0.190 -2.316
H: 1.118 2.134 0.100

Computed properties:
DFT total energy = -9474.331 eV
relative energy (zero: lowest compared OMol25 entry of this formula, charge and spin) = 18.6 kcal/mol
HOMO level = -10.012 eV
SMILES = CC[C@@H](O)[C@@H](C)O
net charge = 0

Atom-resolved charges from Löwdin, all expressed in e: atom 1 (C): -0.101, atom 2 (C): -0.215, atom 3 (C): -0.350, atom 4 (O): -0.036, atom 5 (C): -0.383, atom 6 (C): -0.039, atom 7 (O): -0.048, atom 8 (H): 0.071, atom 9 (H): 0.078, atom 10 (H): 0.072, atom 11 (H): 0.119, atom 12 (H): 0.116, atom 13 (H): 0.151, atom 14 (H): 0.094, atom 15 (H): 0.140, atom 16 (H): 0.079, atom 17 (H): 0.079, atom 18 (H): 0.077, atom 19 (H): 0.095

The following is a DFT calculation (ωB97M-V with the def2-TZVPD basis set) of one molecule with the formula C5H12O2 at a distorted geometry.

Positions of all 19 atoms, in Å:
C: 0.470 0.998 2.073
O: -0.296 0.550 0.844
C: 0.517 -0.150 -0.089
C: 1.340 -1.327 0.461
C: -0.413 -0.587 -1.215
C: -1.335 0.535 -1.695
O: -2.414 0.786 -0.825
H: 1.527 1.239 1.824
H: 0.043 0.007 2.300
H: 0.037 1.949 2.432
H: 1.206 0.625 -0.451
H: 0.699 -2.149 0.799
H: 1.989 -1.029 1.291
H: 1.987 -1.719 -0.336
H: -1.034 -1.432 -0.888
H: 0.209 -0.941 -2.046
H: -0.734 1.445 -1.869
H: -1.779 0.253 -2.655
H: -2.019 0.948 0.045

Computed properties:
DFT total energy = -9472.459 eV
relative energy (zero: lowest compared OMol25 entry of this formula, charge and spin) = 61.7 kcal/mol
HOMO level = -9.684 eV
SMILES = CO[C@@H](C)CCO
net charge = 0

Atom-resolved charges from Löwdin, all expressed in e: atom 1 (C): -0.004, atom 2 (O): -0.255, atom 3 (C): -0.436, atom 4 (C): -0.051, atom 5 (C): -0.139, atom 6 (C): -0.270, atom 7 (O): -0.072, atom 8 (H): 0.091, atom 9 (H): 0.109, atom 10 (H): 0.086, atom 11 (H): 0.143, atom 12 (H): 0.088, atom 13 (H): 0.067, atom 14 (H): 0.087, atom 15 (H): 0.129, atom 16 (H): 0.123, atom 17 (H): 0.120, atom 18 (H): 0.116, atom 19 (H): 0.067

Q: Among the records above, which one has the highest relative energy (zero: lowest compared OMol25 entry of this formula, charge and spin)?
A: number 8